[1]
Formula: C68H150F3NO5P4
Source: OMol25
Level of theory: ωB97M-V/def2-TZVPD

## Properties
Gap between HOMO and LUMO   0.208 hartree
Total charge   +2

Last column: Mulliken charge in e.
Atoms and positions in Å:
H 6.556 -1.077 -3.998  0.300
H 6.680 -5.346 1.996  0.618
C 7.743 -3.721 -0.094  -0.392
C -6.117 5.628 1.798  -0.453
C 0.248 4.292 -2.470  -0.035
C 2.068 0.317 1.877  1.507
H -0.482 4.934 1.083  0.406
H -9.758 2.572 0.571  0.406
H 5.752 -10.118 -3.258  0.364
H 6.389 -2.820 -4.312  0.447
H -5.641 3.133 3.898  0.989
H -4.470 0.280 -3.337  0.218
C -8.378 3.099 -0.924  -0.181
H -0.012 -2.724 1.366  0.319
C -1.240 0.181 5.751  -0.816
H 5.294 -1.366 -0.883  0.762
H -0.870 -1.184 3.976  0.384
C 2.348 0.312 -4.363  -1.084
H -3.296 5.087 0.471  -0.594
H 1.282 -4.736 2.585  0.455
C 5.627 2.957 -5.729  -0.872
C -3.090 6.386 -1.175  -1.757
H -6.743 1.115 -3.321  0.621
H -5.989 2.373 6.109  0.392
H 0.109 4.758 3.747  0.491
H 8.428 -4.430 -0.560  0.463
C 5.193 -7.881 -1.467  -0.814
H -6.145 -1.181 -2.400  0.311
C 4.898 -9.374 -1.332  -0.302
H 0.738 0.668 -6.750  0.282
H -8.019 1.015 -0.785  0.356
H 2.311 -5.241 0.254  0.370
H -0.101 3.225 1.028  0.057
H -5.377 5.231 5.045  -0.204
H 5.483 -0.153 -2.137  0.343
C -4.662 3.609 3.843  0.067
O 5.270 2.216 -0.228  -0.755
C 8.069 -11.089 1.647  -1.233
C 4.332 -6.899 -0.638  -1.347
C -9.828 2.932 -0.455  -0.573
H -3.960 7.042 -1.134  0.335
C -5.463 2.530 7.051  -0.907
C -4.594 -3.027 -1.106  -0.874
P 4.899 -6.633 1.070  0.908
C -0.122 3.969 3.031  -1.365
H 0.070 -3.904 0.400  0.597
C 5.203 -8.298 1.844  -1.066
H -3.796 1.940 -3.515  0.117
H -8.355 3.397 -1.972  0.412
F 3.714 4.656 2.076  -0.311
H -0.885 0.237 -6.060  -0.033
C 6.321 -2.042 -3.550  -1.412
C 4.834 -0.953 -1.781  -0.894
H 6.571 2.984 -5.185  0.400
H 0.227 -0.241 -3.735  0.094
H -2.351 4.451 -0.783  -0.602
P -3.529 2.880 5.134  0.397
H 5.375 -11.377 -2.014  0.382
H -2.231 6.942 -0.799  0.365
C 0.819 5.554 -1.781  -1.031
C 3.529 0.833 1.774  -1.114
C 5.733 -10.364 -2.197  -1.413
H 3.445 -3.941 0.622  -0.202
H -6.787 6.399 1.416  0.467
H -3.275 0.267 -6.286  0.371
C -3.253 5.040 -0.617  1.719
H -6.497 4.707 1.357  -0.178
H -6.012 -2.382 0.446  0.347
O -0.093 -0.324 -1.140  -0.533
H 8.890 -10.469 2.006  0.326
C -0.652 -0.186 4.356  -0.312
H -7.561 4.631 6.873  0.269
C -1.867 3.555 4.807  -1.222
H 5.067 0.904 -4.082  0.230
H 5.031 0.947 -6.061  -0.002
P -5.798 1.646 -1.122  0.577
C -4.639 1.282 -3.730  -0.039
H -6.862 -2.992 -0.892  0.408
H 5.911 -11.052 1.450  0.296
N -1.081 0.298 -0.853  0.851
F 5.753 4.935 1.447  -0.286
C -4.924 1.330 -5.285  -0.667
H -10.297 2.127 -1.021  0.389
H 3.094 -0.199 -4.971  0.431
H -4.265 -0.247 -0.925  -0.026
H 6.233 -7.619 -1.271  0.213
C 3.603 -5.595 1.989  -1.559
H 6.657 1.436 -6.750  0.280
C -5.941 -2.467 -0.639  -0.841
C 6.333 -4.403 0.034  0.009
C 4.713 2.785 0.971  -0.468
H 5.648 -3.652 0.427  -0.058
H 3.533 2.851 -5.235  0.280
H -4.375 3.425 2.807  -0.790
H 0.591 3.205 3.341  0.346
H -3.329 2.888 7.357  0.832
H -8.107 3.967 -0.323  -0.127
H -5.108 5.750 1.406  0.053
O 3.422 2.168 1.222  0.127
C 4.946 -2.091 -2.827  0.606
H -5.364 4.794 -1.110  0.307
O -1.860 0.559 -1.737  -0.710
H -5.963 5.223 7.172  0.217
C 4.474 2.999 -4.705  -0.668
C 4.627 4.327 1.115  0.643
H -3.113 0.840 3.850  0.676
H -6.394 6.559 3.707  0.465
H 5.323 2.094 -2.883  0.810
H 3.057 -6.272 2.645  0.708
H -5.309 1.497 7.365  0.371
H 7.378 -8.378 1.950  0.641
H 4.310 -5.133 2.677  0.609
H -2.232 4.308 2.892  -0.153
H -5.503 2.248 -5.381  0.435
C 8.205 -3.259 1.281  -1.323
H 0.884 2.808 -3.938  0.340
P 3.100 1.155 -2.833  0.350
H 9.154 -2.755 1.101  0.449
H 1.481 -1.645 -6.128  0.365
H 8.180 -4.016 2.065  0.334
C -6.220 5.550 3.334  -1.279
H -4.085 5.637 3.787  0.293
H 7.666 -2.386 1.649  0.300
H 7.666 -2.865 -0.764  -0.025
H -5.913 3.268 9.055  0.358
H 1.951 1.177 -4.895  0.420
H 4.354 3.961 -4.206  0.400
H -7.376 1.941 0.589  0.617
C -5.931 1.747 -2.961  -1.676
H 1.358 -1.417 -3.575  0.172
O -1.257 0.707 0.264  -0.657
H -5.586 0.484 -5.471  0.339
H -2.815 1.857 -5.801  0.290
H -0.783 1.077 6.171  0.381
C -7.512 1.934 -0.492  -0.952
C 0.804 -3.252 0.873  -1.185
H 5.772 3.820 -6.380  0.474
H -4.705 2.961 0.591  -1.182
C -6.377 3.245 8.068  -0.794
H -3.727 2.133 -0.703  -0.134
H 2.127 3.977 -3.618  0.137
C 1.928 2.389 -2.152  0.822
C 0.024 -0.128 -6.538  -0.846
H -6.240 2.759 -3.223  0.861
H 0.075 -2.123 -5.343  0.483
C -10.639 4.211 -0.601  -1.325
H -4.616 -3.434 -2.117  0.311
H -3.878 -2.206 -1.074  0.162
H -0.198 3.705 -1.667  -0.377
C 6.672 -10.433 1.923  -0.727
H -4.345 -3.832 -0.414  0.352
H -7.254 2.609 8.188  0.401
H -2.888 6.127 -2.214  0.435
H 8.193 -11.141 0.565  0.295
H 6.837 -9.016 0.446  0.087
H -3.908 1.589 -7.153  0.414
H -11.101 4.202 -1.588  0.333
H 4.952 -3.033 -2.280  -0.402
C 6.444 -5.639 0.973  -1.180
C -3.491 1.094 4.840  -0.977
C 1.326 3.410 -3.144  -0.171
C 1.127 -0.587 -4.243  -0.109
C -4.154 3.238 6.736  -1.130
H -0.252 -0.436 -7.546  0.472
H -1.861 4.559 5.231  0.719
C -4.971 5.059 4.048  0.175
F 4.136 4.931 0.031  -0.252
H 1.375 5.133 -0.943  0.052
H -10.125 5.162 -0.465  0.352
H -7.124 5.292 8.476  0.377
C -4.437 4.221 -1.131  -0.667
H 3.847 -9.592 -1.521  0.547
H 7.189 -6.338 0.592  0.546
H -11.550 4.155 -0.004  0.386
H -4.527 0.768 4.743  0.677
H 6.720 -10.234 -1.754  0.253
C -1.550 3.562 3.299  0.736
H 7.140 -2.252 -2.863  0.228
H 5.409 2.343 1.683  0.468
H 3.848 0.852 2.816  0.604
C 4.604 1.788 -3.643  -1.113
H 2.636 -0.920 -1.693  0.846
H 0.434 -0.103 4.317  0.441
H 6.359 -10.564 2.959  0.450
H -4.083 4.296 6.991  0.803
H 1.640 0.371 0.877  -0.393
C -6.245 -1.188 -1.315  -0.350
H -5.471 -0.069 0.375  0.715
H -3.061 -0.869 5.799  0.513
H 4.922 -9.756 -0.312  -0.068
H -0.974 0.612 3.687  -0.474
H 4.308 -8.887 1.647  0.604
C 6.570 -8.956 1.501  -0.518
C 2.776 -4.679 1.064  0.204
C 1.714 -3.993 1.915  -0.707
H 3.420 0.297 -0.737  -2.198
C 3.476 -0.226 -1.692  1.561
C -2.776 0.183 5.800  -1.058
C -5.323 -0.110 -0.704  -0.708
C 5.605 1.689 -6.616  -0.678
H 1.155 4.464 1.356  0.135
H -4.239 4.127 -2.198  0.636
H -1.806 2.580 2.900  0.035
H 1.461 0.983 2.490  -0.784
H 2.115 -3.288 2.644  0.352
H -1.132 2.884 5.252  0.414
H -7.314 -1.044 -1.153  0.286
H -7.130 4.979 3.520  0.497
H 1.354 -2.522 0.280  0.069
C 0.127 4.157 1.545  -0.520
H 5.060 -7.520 -2.487  0.581
H 4.147 -6.003 -1.231  0.666
H -0.753 -0.567 6.376  0.557
H 4.239 -2.010 -3.653  0.184
H 5.120 1.790 -7.587  0.334
H 3.311 -7.277 -0.687  0.841
H 4.214 0.098 1.350  0.282
H 0.135 6.331 -1.439  0.195
C -4.566 2.791 -0.477  1.507
H 2.179 -0.709 2.229  -0.080
H -3.008 0.478 6.823  0.238
H 5.206 -8.119 2.919  0.675
C -6.786 4.682 7.638  -1.018
C 0.622 -1.219 -5.609  -1.055
C -3.670 1.272 -6.138  -1.336
H 1.488 6.102 -2.444  0.381
H 1.064 1.961 -1.644  -0.146
H 2.535 2.888 -1.397  -0.091
H -0.519 4.509 -3.213  0.544
H 6.018 -4.568 -0.997  0.191
H 8.102 -12.088 2.082  0.387

[2]
Formula: C4H7NO2
Source: OMol25
Level of theory: ωB97M-V/def2-TZVPD

## Properties
Gap between HOMO and LUMO   0.383 hartree
SMILES   C[C@H]1[C@H](C=O)N1O

Last column: Mulliken charge in e.
Atoms and positions in Å:
H -1.050 2.577 0.959  0.346
C 0.542 0.600 -0.863  0.016
H 2.088 0.937 0.667  0.391
H 0.500 -0.449 0.819  0.183
O 2.573 -0.601 -0.591  -0.490
H -1.597 -1.495 1.028  0.294
O -0.604 1.734 1.121  -0.408
H -0.607 -2.330 -0.195  0.293
C -1.230 -1.455 -0.005  -1.108
C -0.318 -0.275 -0.015  0.116
H 0.599 0.837 -1.920  0.434
C 1.856 0.287 -0.191  -0.062
H -2.090 -1.451 -0.678  0.357
N -0.663 1.084 -0.136  -0.363

[3]
Formula: CNa10O3
Source: OMol25
Level of theory: ωB97M-V/def2-TZVPD

## Properties
Gap between HOMO and LUMO (alpha / beta)   0.164 / 0.364 hartree
2S+1   2
Total charge   +7

Last column: Mulliken charge in e.
Atoms and positions in Å:
Na -1.865 1.783 -2.201  0.954
Na 1.608 -1.495 2.091  0.815
C 0.061 0.029 0.029  -0.381
Na 0.441 -1.455 -3.035  1.026
Na 1.973 1.267 -1.924  0.901
Na 1.477 2.789 0.993  0.947
Na -3.064 -0.284 0.269  0.869
Na 2.719 -2.244 -0.879  1.060
O -0.495 -0.234 1.100  -0.608
Na -1.679 2.358 1.216  1.109
O -0.196 1.218 -0.320  -1.037
O 0.705 -0.841 -0.613  -0.817
Na -1.342 0.038 3.318  1.018
Na -0.343 -2.929 -0.042  1.144

[4]
Formula: C61H40BrClNO10
Source: OMol25
Level of theory: ωB97M-V/def2-TZVPD

## Properties
Gap between HOMO and LUMO   0.217 hartree
Total charge   -1

Last column: Mulliken charge in e.
Atoms and positions in Å:
C -2.837 -4.035 3.679  -0.664
H 4.347 -5.781 -2.508  0.403
H -2.230 4.904 -0.212  0.463
H 0.663 0.362 -6.043  -0.043
C -0.286 0.458 -6.556  -0.246
H 8.293 2.442 -3.914  0.397
H -2.764 -2.475 -6.198  0.252
H 6.069 3.432 -4.353  0.419
C 7.526 0.468 -3.614  -0.596
O -3.127 0.010 -2.784  -0.553
H -2.831 -0.413 -6.478  0.499
C 2.420 -1.967 2.311  0.727
H -4.224 -3.134 9.859  0.469
C 5.136 0.230 -3.807  0.325
H -0.491 -0.500 -7.018  0.420
H 0.605 -2.017 0.356  0.636
C 4.727 -2.535 5.223  -0.647
C 5.407 -3.961 -2.885  -0.669
C -4.123 4.827 -1.199  0.229
C -1.388 0.882 -5.581  -0.715
C 6.391 -0.333 -3.575  0.271
H 1.928 -2.362 -3.398  0.314
C 2.899 -2.816 -3.258  -0.259
C -5.370 6.881 -2.053  0.157
C -5.143 4.000 -1.687  0.207
C -3.195 -2.824 9.748  -0.557
C 4.499 -0.784 3.079  0.283
C 2.114 0.691 -1.006  -0.713
C 4.263 -4.731 -2.755  -0.456
O -7.223 3.879 -2.808  -0.672
H 0.411 -0.490 -1.576  0.714
C 5.680 -1.540 5.029  -0.502
H -1.065 -3.623 2.532  0.523
C 4.380 0.185 1.949  0.663
H -6.573 9.884 -3.039  0.386
C -6.514 8.811 -2.909  -0.447
C 3.555 -1.795 3.264  0.189
O 2.809 -0.108 -3.958  -0.555
C 3.009 -4.157 -2.932  -0.782
H -8.333 8.423 -3.984  0.384
C -7.434 6.619 -3.267  -0.517
C -1.280 -2.470 8.327  0.107
H -5.843 1.991 -1.912  0.475
Br 0.014 1.755 -7.982  -0.245
Cl -0.526 -1.657 -4.297  -0.215
C -3.018 4.260 -0.577  -0.725
C -0.550 -2.030 9.424  -0.492
H -1.811 1.817 -5.946  0.605
H 6.512 -1.446 5.714  0.397
O 0.515 -2.107 6.845  -0.693
C -1.534 -3.583 3.506  -0.418
H 6.387 -4.395 -2.742  0.491
C -0.627 -2.494 6.984  0.517
C 7.409 1.819 -3.889  -0.483
O -3.345 7.034 -0.862  -0.682
H -2.561 -3.339 -4.814  0.282
C 1.310 -1.207 0.230  -0.720
C -6.369 6.059 -2.572  0.192
H -3.387 -4.433 2.836  0.429
H 2.921 -3.433 4.483  0.457
H -2.068 2.444 0.040  0.515
H 4.814 -3.211 6.063  0.412
C 4.042 -2.039 -3.392  0.224
C -2.935 2.884 -0.435  -0.489
H 0.478 -1.723 9.284  0.477
O 5.180 1.090 1.824  -0.692
O 7.638 -2.283 -3.125  -0.702
C -1.419 -3.015 5.837  0.046
H 0.184 -2.720 4.447  0.614
C -5.054 2.623 -1.531  -0.509
H 3.856 1.667 -0.206  0.526
C -0.827 -3.075 4.582  -0.564
C 3.896 -0.598 -3.741  0.565
O -4.560 -3.720 7.484  -0.674
C 3.258 0.000 0.991  0.057
C -4.199 6.303 -1.326  0.621
C 6.158 2.377 -4.133  -0.609
C -2.735 -3.458 6.009  0.398
C 1.203 -0.348 -0.849  -0.940
H 2.114 -4.755 -2.817  0.506
C -1.139 -1.989 10.676  -0.487
C 3.139 0.865 -0.090  -0.470
C 5.564 -0.664 3.963  -0.565
H 8.493 0.022 -3.425  0.483
C 5.024 1.584 -4.093  -0.600
C -3.953 2.063 -0.903  -0.404
H -0.568 -1.648 11.529  0.396
C -3.405 -3.381 7.335  0.581
C 3.668 -2.663 4.342  -0.470
C -3.438 -3.969 4.926  -0.586
H 4.045 2.006 -4.279  0.528
H -8.199 5.969 -3.670  0.470
C -2.464 -2.381 10.837  -0.466
C -2.541 -0.112 -5.469  -1.273
C -2.913 -1.168 -3.139  0.056
H -0.963 1.112 -4.608  0.280
C -2.325 -1.345 -4.586  1.044
O 1.597 -2.844 2.477  -0.690
N -2.944 -2.486 -5.200  -0.694
H 6.293 0.119 3.806  0.468
H -4.671 8.884 -1.805  0.465
C 5.302 -2.610 -3.194  0.459
O -3.063 -2.227 -2.515  -0.780
C -7.505 7.990 -3.438  -0.469
C 6.541 -1.789 -3.286  0.431
H 2.026 1.357 -1.854  0.471
H -3.386 0.422 -5.046  0.298
C -6.321 4.575 -2.389  0.521
C -5.450 8.258 -2.219  -0.568
H -3.876 0.990 -0.807  0.355
H -4.453 -4.311 5.069  0.481
C -2.605 -2.876 8.491  0.160
H -2.925 -2.343 11.815  0.394
C 2.332 -1.036 1.156  0.386